1.
Entry from OMol25: a single C17H18N2O2 molecule in a non-equilibrium geometry (the ωB97M-V functional and the def2-TZVPD basis).

The geometry in ORCA input format:
```
! RIJCOSX wB97M-V def2-TZVPD def2/J DEFGRID3
* xyz 0 1
C 3.08 3.80 -1.24
C 2.65 2.98 -0.04
O 2.46 3.52 1.01
C 2.39 1.57 -0.15
C 3.45 0.72 -0.39
O 4.71 1.07 -0.53
N 3.37 -0.59 -0.43
C 2.17 -1.16 -0.15
C 2.19 -2.66 -0.20
C 1.01 -0.41 0.04
C 1.07 1.02 0.02
C -0.17 1.82 0.13
C -1.37 0.98 0.67
C -1.52 -0.36 -0.08
C -2.82 -1.03 0.20
C -3.29 -1.20 1.54
C -4.52 -1.90 1.76
N -5.24 -2.47 0.82
C -4.76 -2.33 -0.45
C -3.60 -1.63 -0.78
C -0.30 -1.20 0.19
H 2.74 4.82 -1.18
H 2.63 3.35 -2.16
H 4.14 3.75 -1.29
H 5.19 0.21 -0.48
H 1.70 -3.04 -1.10
H 3.22 -3.02 -0.17
H 1.70 -3.05 0.66
H -0.44 2.22 -0.85
H -0.03 2.71 0.80
H -1.21 0.71 1.73
H -2.29 1.57 0.57
H -1.48 -0.08 -1.13
H -2.70 -0.84 2.38
H -4.83 -1.97 2.78
H -5.36 -2.66 -1.29
H -3.28 -1.52 -1.84
H -0.33 -2.01 -0.56
H -0.33 -1.66 1.18
*
```

Output
Structure (SMILES) = CC(=O)c1c(O)nc(C)c2c1CC[C@H](c1ccncc1)C2
Kohn-Sham gap = 0.3453 Ha
Calculated total energy = -918.60203 hartree

---

2.
Entry from OMol25: a single C11H21N3O4 molecule in a non-equilibrium geometry (the ωB97M-V functional and the def2-TZVPD basis).

The geometry in ORCA input format:
```
! RIJCOSX wB97M-V def2-TZVPD def2/J DEFGRID3
* xyz 0 1
C 2.31 -2.24 1.10
C 0.85 -1.85 1.22
C -0.09 -2.84 0.62
C 0.28 -1.19 2.45
C -1.15 -0.66 2.26
N -2.10 -1.65 2.51
C -1.15 0.06 0.81
O -2.00 -0.34 -0.07
N -0.43 1.20 0.73
C 0.13 1.84 -0.39
C -0.82 2.26 -1.62
C 0.05 2.04 -2.82
C 0.07 0.63 -3.43
N -0.46 -0.28 -2.57
O 0.28 0.35 -4.57
C 0.81 3.08 0.06
O 0.69 3.60 1.18
O 1.63 3.62 -0.91
H 2.44 -2.39 0.09
H 2.55 -3.19 1.71
H 2.87 -1.33 1.38
H 0.69 -1.08 0.51
H -0.11 -3.82 1.12
H -1.09 -2.64 0.39
H 0.22 -3.03 -0.48
H 0.95 -0.40 2.90
H 0.14 -1.98 3.18
H -1.39 0.16 2.95
H -2.76 -1.61 1.74
H -1.81 -2.59 2.55
H -0.51 1.80 1.58
H 0.72 1.13 -1.06
H -0.80 3.34 -1.56
H -1.77 1.64 -1.60
H -0.46 2.66 -3.68
H 1.02 2.45 -2.73
H -0.62 -1.22 -3.05
H -1.18 -0.05 -1.77
H 2.01 4.54 -0.71
*
```

Output
Structure (SMILES) = CC(C)C[C@H](N)C(=O)N[C@@H](CCC(N)=O)C(=O)O
Kohn-Sham gap = 0.3549 Ha
Calculated total energy = -896.92176 hartree

---

3.
Entry from OMol25: 2 unconnected molecules or ions with the total composition CIN5O2 in a non-equilibrium geometry (the ωB97M-V functional and the def2-TZVPD basis).

The geometry in ORCA input format:
```
! RIJCOSX wB97M-V def2-TZVPD def2/J DEFGRID3
* xyz 0 1
C 0.62 1.36 0.18
N 0.27 1.85 1.18
N -0.19 -2.57 1.71
N -0.67 -1.83 0.97
N -1.10 -1.20 0.09
N 1.10 0.95 -1.06
O 1.74 1.74 -1.68
O 0.96 -0.26 -1.26
I -2.72 -0.04 -0.13
*
```

Output
Kohn-Sham gap = 0.2837 Ha
Calculated total energy = -759.79851 hartree

---

4.
Entry from OMol25: a molecular structure, C6H12N2 in a non-equilibrium geometry (the ωB97M-V functional and the def2-TZVPD basis).

The geometry in ORCA input format:
```
! RIJCOSX wB97M-V def2-TZVPD def2/J DEFGRID3
* xyz 0 1
C -1.90 0.29 0.04
C -0.51 0.24 0.79
C 0.56 -0.74 1.06
C 1.64 -0.61 0.02
C 1.76 0.88 -0.41
C -0.51 0.40 -0.76
H -3.93 -0.27 0.28
H -2.32 -1.69 0.00
H -2.17 1.19 0.59
H -0.55 1.20 1.34
H 1.11 -0.51 2.10
H 0.15 -1.85 1.23
H 2.62 -1.03 0.33
H 1.34 -1.27 -0.88
H 2.58 0.89 -1.23
H 1.99 1.64 0.35
H 0.57 1.26 -2.25
H -0.12 -0.70 -1.10
N -2.84 -0.64 -0.30
N 0.52 1.32 -1.20
*
```

Output
Kohn-Sham gap = 0.3288 Ha
Calculated total energy = -345.10238 hartree

---

5.
Entry from OMol25: a molecular structure, C2HFGaO2 in a non-equilibrium geometry (the ωB97M-V functional and the def2-TZVPD basis).

The geometry in ORCA input format:
```
! RIJCOSX wB97M-V def2-TZVPD def2/J DEFGRID3
* xyz 3 1
O -0.82 1.86 -0.39
C 0.22 -0.08 0.77
C -0.61 0.75 -0.09
O -0.13 -0.39 -0.69
Ga 0.02 -1.51 -2.02
F 1.50 0.18 0.94
H -0.18 -0.80 1.48
*
```

Output
Kohn-Sham gap (spin up / spin down) = 0.3278 / 0.2523 Ha
Calculated total energy = -2250.17893 hartree

---

6.
Entry from OMol25: a single C10H23BN2 molecule in a non-equilibrium geometry (the ωB97M-V functional and the def2-TZVPD basis).

The geometry in ORCA input format:
```
! RIJCOSX wB97M-V def2-TZVPD def2/J DEFGRID3
* xyz 0 1
B -0.39 0.17 -1.16
C 0.13 -0.71 1.33
C 1.32 -0.80 0.30
C -2.42 -1.82 2.21
C -2.47 0.56 1.49
C -3.41 -1.34 0.09
C 3.26 0.01 -1.71
C 1.54 1.78 -2.58
C 2.56 1.89 -0.25
C -2.27 -0.88 1.06
C 2.13 0.94 -1.38
N -0.95 -1.12 0.49
N 0.94 0.22 -0.78
H -1.01 0.55 -2.16
H 0.54 -1.44 2.11
H 0.06 0.26 1.82
H 2.20 -0.74 0.85
H 1.49 -1.75 -0.12
H -1.96 -2.90 2.08
H -1.91 -1.47 3.00
H -3.41 -2.00 2.66
H -2.10 0.76 2.48
H -3.51 0.78 1.82
H -2.06 1.44 0.84
H -3.29 -0.93 -0.82
H -3.43 -2.34 0.01
H -4.34 -0.97 0.37
H 2.86 -0.64 -2.47
H 3.95 0.70 -2.11
H 3.75 -0.58 -0.90
H 2.40 2.15 -2.97
H 0.76 2.60 -2.21
H 1.13 1.21 -3.46
H 3.51 2.15 -0.49
H 1.92 2.82 -0.10
H 2.51 1.47 0.68
*
```

Output
Kohn-Sham gap = 0.3076 Ha
Calculated total energy = -529.04174 hartree